# 1
Formula: C32H47N7O6PSn
Source: the OMol25 dataset
Level of theory: ωB97M-V/def2-TZVPD

Values from the calculation:
Net charge: +1
HOMO level (eV): -10.0223
HOMO-LUMO gap (eV): 8.2
Spin multiplicity: 1

Each line ends with the Löwdin charge.
CARTESIAN COORDINATES (ANGSTROEM)
Sn (-0.0154, 0.5500, 1.2841)  1.424
C (-0.7107, -2.4887, 0.3292)  -0.097
O (-1.4006, -1.2422, 0.0294)  -0.351
C (-2.4626, -1.4771, -0.9446)  -0.170
C (-3.1872, -0.2157, -1.2429)  -0.172
O (-3.9616, 0.2828, -0.1577)  -0.163
C (-4.9537, -0.6368, 0.3290)  -0.159
C (-4.5022, -1.4664, 1.5375)  -0.139
O (-4.2930, -0.5618, 2.6715)  -0.198
C (-3.5539, -1.0748, 3.8037)  -0.081
H (0.0707, -2.7239, -0.4785)  0.099
H (-1.3848, -3.3289, 0.4069)  0.086
H (-0.0075, -2.4538, 1.2005)  0.075
H (-3.1379, -2.2472, -0.6055)  0.110
H (-1.9944, -1.7292, -1.9383)  0.155
H (-3.7562, -0.2842, -2.1324)  0.124
H (-2.4636, 0.5860, -1.3422)  0.120
H (-5.2072, -1.3450, -0.4371)  0.121
H (-5.8756, -0.0928, 0.5694)  0.135
H (-3.6236, -1.9776, 1.2050)  0.096
H (-5.3651, -2.0479, 1.6288)  0.112
H (-3.8420, -2.1396, 4.0365)  0.111
H (-3.9155, -0.5427, 4.6686)  0.081
H (-2.4946, -0.9502, 3.7886)  0.051
C (-2.2703, 5.1012, -1.4694)  -0.042
N (-1.1640, 4.1911, -1.3252)  -0.133
C (0.1357, 4.5018, -1.9934)  0.005
C (-1.2454, 3.1710, -0.4192)  -0.359
N (-0.3034, 2.2971, -0.2042)  0.063
N (-2.4876, 2.9797, 0.1757)  0.157
C (-2.8161, 2.3881, 1.3566)  -0.489
N (-4.1458, 2.5033, 1.6914)  0.180
N (-1.9621, 1.7833, 2.1402)  0.018
H (-1.8772, 6.0123, -1.9297)  0.105
H (-2.7125, 5.2687, -0.4822)  0.101
H (-3.0796, 4.7279, -2.0581)  0.085
H (0.4991, 5.5567, -1.8076)  0.117
H (-0.0876, 4.4139, -3.0570)  0.094
H (0.8821, 3.7377, -1.8051)  0.075
H (0.6196, 2.4848, -0.5706)  0.041
H (-3.1767, 3.3900, -0.3799)  0.105
H (-4.6939, 2.5473, 0.8519)  0.099
H (-4.4546, 1.7486, 2.2005)  0.050
H (-2.4195, 1.4686, 3.0401)  0.089
C (3.1451, 4.0080, 2.4874)  0.014
C (2.5888, 2.6449, 2.6161)  -0.492
O (1.6927, 2.3155, 1.8223)  -0.092
N (3.0375, 1.8340, 3.5976)  0.089
C (2.7014, 0.4328, 3.6002)  -0.111
C (1.6122, 0.0696, 4.6127)  -0.298
C (1.0298, -1.2077, 4.6166)  -0.046
C (0.0193, -1.4461, 5.4804)  -0.091
C (-0.3626, -0.4343, 6.3546)  -0.089
C (0.2645, 0.7694, 6.2866)  -0.123
N (1.2655, 1.0295, 5.4034)  0.115
H (2.7383, 4.7025, 3.2005)  0.085
H (2.9236, 4.4201, 1.4852)  0.098
H (4.2513, 3.8841, 2.7152)  0.114
H (3.5962, 2.2512, 4.2976)  0.140
H (3.6114, -0.1328, 3.8654)  0.149
H (2.3974, 0.1622, 2.6294)  0.045
H (1.3774, -1.9783, 3.9310)  0.125
H (-0.4462, -2.4628, 5.4532)  0.131
H (-1.1329, -0.6745, 7.0846)  0.109
H (0.0428, 1.6292, 7.0141)  0.135
O (2.4298, -1.2765, 0.5572)  -0.023
C (2.2916, -0.4376, -0.3434)  -0.723
O (1.5085, 0.5782, -0.2507)  -0.273
C (3.0263, -0.6128, -1.6565)  -0.254
P (1.7748, -1.1392, -2.9226)  1.079
C (2.9187, -0.9688, -4.4380)  -0.333
C (3.3717, -2.0488, -5.1518)  -0.113
C (3.9642, -1.9405, -6.4109)  -0.069
C (4.0389, -0.6754, -7.0171)  -0.059
C (3.4716, 0.4308, -6.3354)  -0.116
C (3.0499, 0.3052, -5.0759)  -0.136
C (1.6515, -2.9205, -2.6323)  -0.418
C (2.4358, -3.7331, -1.7680)  -0.078
C (2.1069, -5.0501, -1.5711)  -0.103
C (1.1490, -5.6544, -2.3036)  -0.117
C (0.5019, -4.9993, -3.3233)  -0.060
C (0.7591, -3.6111, -3.4574)  -0.126
H (3.8555, -1.2848, -1.6524)  0.081
H (3.3584, 0.3800, -1.9218)  0.085
H (3.1935, -3.0844, -4.8698)  0.102
H (4.4123, -2.8006, -6.8101)  0.086
H (4.4523, -0.4989, -8.0142)  0.104
H (3.6203, 1.4022, -6.8116)  0.108
H (2.6474, 1.1944, -4.5710)  0.101
H (3.0853, -3.1984, -1.0554)  0.100
H (2.6423, -5.5577, -0.7188)  0.133
H (0.9046, -6.6570, -2.1155)  0.092
H (-0.2510, -5.4840, -4.0177)  0.129
H (0.0732, -3.1390, -4.0595)  0.068

=====

# 2
Formula: C32H48B4F25N2O13
Source: the OMol25 dataset
Level of theory: ωB97M-V/def2-TZVPD

Values from the calculation:
Net charge: -1
HOMO level (eV): -5.0118
HOMO-LUMO gap (eV): 6.7
Spin multiplicity: 1

Each line ends with the Löwdin charge.
CARTESIAN COORDINATES (ANGSTROEM)
C (-2.4475, 1.9110, 7.1511)  0.017
C (-3.3855, 2.7592, 6.3363)  -0.521
O (-3.0455, 3.8313, 5.8609)  0.086
O (-4.6291, 2.2342, 6.2206)  -0.022
C (-5.1338, 2.1406, 4.8714)  -0.163
C (-4.9646, 0.7278, 4.3057)  -0.163
C (-3.9647, 0.7499, 3.1482)  -0.208
C (-3.6702, -0.6460, 2.5751)  -0.057
B (-3.9233, -0.7630, 0.9674)  -0.770
C (-5.4364, -1.2774, 0.5341)  -0.072
C (-5.9796, -2.4919, 1.2847)  -0.181
C (-5.0689, -3.7181, 1.1988)  -0.162
O (-4.4103, -3.9491, 2.4660)  -0.031
C (-3.2485, -4.6506, 2.3219)  -0.509
C (-2.0122, -3.8406, 2.5161)  0.026
O (-3.2323, -5.8442, 2.0637)  0.091
O (-2.8915, -1.6161, 0.2944)  0.061
C (-2.2521, -1.0236, -0.7614)  -0.272
F (-0.8823, -1.3820, -0.5699)  -0.001
B (-2.8090, -1.8596, -2.0060)  -0.454
O (-3.2347, -1.3007, -3.2022)  0.168
N (-2.8096, -3.3375, -1.8836)  -0.089
C (-1.7261, -3.7584, -2.8063)  -0.069
C (-4.0714, -3.9063, -2.3570)  -0.098
C (-2.5389, 0.4896, -0.5668)  -0.093
B (-2.8749, 1.4599, -1.7772)  -0.630
O (-3.8694, 2.3960, -1.6233)  0.181
O (-2.1738, 1.4799, -2.9638)  0.157
B (-1.4741, 1.3553, 0.2878)  -0.487
O (-2.0072, 2.3885, 1.0363)  0.160
N (-0.0166, 1.1887, 0.3452)  -0.090
C (0.4709, 0.4274, 1.4974)  -0.051
C (0.6272, 0.7704, -0.8978)  -0.071
O (-3.7454, 0.5279, 0.2256)  0.004
H (-1.5751, 1.6877, 6.5517)  0.087
H (-2.9108, 0.9744, 7.4347)  0.079
H (-2.1447, 2.4533, 8.0384)  0.083
H (-6.1657, 2.4674, 4.8626)  0.117
H (-4.6065, 2.8425, 4.2362)  0.110
H (-4.6020, 0.0922, 5.1052)  0.116
H (-5.9265, 0.3964, 3.9289)  0.113
H (-4.3476, 1.4403, 2.4041)  0.111
H (-3.0436, 1.1457, 3.5791)  0.104
H (-2.6218, -0.8763, 2.7625)  0.088
H (-4.2366, -1.3774, 3.1466)  0.083
H (-6.1194, -0.4436, 0.7083)  0.098
H (-5.4395, -1.4708, -0.5415)  0.090
H (-6.1523, -2.2860, 2.3346)  0.104
H (-6.9380, -2.7983, 0.8639)  0.097
H (-5.6838, -4.5933, 0.9962)  0.117
H (-4.3467, -3.6406, 0.3933)  0.103
H (-1.9080, -3.2140, 1.6309)  0.083
H (-1.1547, -4.4860, 2.6426)  0.081
H (-2.1070, -3.1746, 3.3652)  0.083
H (-4.1226, -0.9292, -3.1553)  0.124
H (-1.0253, -2.9452, -2.9767)  0.085
H (-2.1118, -4.0254, -3.7910)  0.080
H (-1.1980, -4.6224, -2.4157)  0.083
H (-4.2863, -3.6639, -3.4027)  0.079
H (-4.0275, -4.9884, -2.2864)  0.088
H (-4.9053, -3.5390, -1.7691)  0.073
H (-3.8644, 2.7157, -0.7107)  0.105
H (-1.8408, 2.3781, -3.0729)  0.080
H (-1.5586, 2.4179, 1.8909)  0.108
H (-0.0486, -0.5155, 1.6565)  0.086
H (0.3493, 1.0278, 2.3993)  0.083
H (1.5402, 0.2801, 1.4012)  0.071
H (1.5969, 1.2691, -0.9689)  0.083
H (0.8431, -0.2914, -0.9368)  0.066
H (0.0684, 1.0575, -1.7764)  0.080
C (4.8920, -1.2565, -0.0496)  -0.047
C (5.0559, -0.9672, 1.4554)  -0.432
C (5.6863, -2.0485, 2.3389)  -0.309
F (4.9519, -3.1728, 2.3652)  0.103
F (5.7669, -1.5809, 3.6089)  0.091
F (3.8744, -0.5795, 1.9767)  0.131
F (5.9007, 0.1035, 1.5399)  0.101
O (3.6185, -1.6672, -0.5287)  0.043
C (3.2103, -2.9829, -0.5516)  -0.530
C (1.9723, -3.2061, 0.3196)  -0.282
F (2.2263, -2.8778, 1.6024)  0.099
F (1.6328, -4.5147, 0.2792)  0.101
F (4.2155, -3.8276, -0.2407)  0.146
F (2.8503, -3.2590, -1.8256)  0.141
H (5.0375, -0.2937, -0.5252)  0.129
H (5.6881, -1.8979, -0.4246)  0.133
H (6.6967, -2.2852, 1.9932)  0.171
H (1.1368, -2.6009, -0.0446)  0.157
C (6.9858, -1.2192, -4.3161)  -0.028
C (7.5033, -0.7365, -2.9450)  -0.430
C (8.5631, 0.3704, -2.9102)  -0.307
F (9.7091, -0.0084, -3.5016)  0.102
F (8.8438, 0.6569, -1.6177)  0.098
F (7.9141, -1.7981, -2.2179)  0.131
F (6.4191, -0.2113, -2.3041)  0.093
O (7.5079, -2.4263, -4.8628)  0.047
C (8.6375, -2.4776, -5.6468)  -0.541
C (9.7354, -3.3359, -5.0069)  -0.289
F (10.0979, -2.8432, -3.8096)  0.104
F (10.8220, -3.3310, -5.8133)  0.097
F (9.0855, -1.2536, -5.9802)  0.153
F (8.2922, -3.0959, -6.7982)  0.143
H (5.9394, -1.4608, -4.1353)  0.151
H (6.9838, -0.4139, -5.0500)  0.147
H (8.1886, 1.2766, -3.3939)  0.174
H (9.3827, -4.3609, -4.8773)  0.175
C (-1.8122, 5.2564, -1.1752)  -0.017
C (-0.4340, 4.8270, -1.7214)  -0.411
C (0.7442, 4.7468, -0.7442)  -0.294
F (1.0393, 5.9510, -0.2173)  0.097
F (1.8375, 4.3208, -1.4236)  0.090
F (-0.1110, 5.5842, -2.7915)  0.136
F (-0.5987, 3.5462, -2.1659)  0.094
O (-2.2407, 6.6026, -1.3801)  0.050
C (-1.9477, 7.6303, -0.5167)  -0.545
C (-1.1218, 8.7266, -1.2004)  -0.290
F (0.0463, 8.2432, -1.6574)  0.103
F (-0.8511, 9.7026, -0.3009)  0.093
F (-1.3711, 7.2031, 0.6182)  0.159
F (-3.1238, 8.2050, -0.1697)  0.138
H (-2.5277, 4.6758, -1.7583)  0.141
H (-1.9489, 4.9403, -0.1410)  0.144
H (0.5296, 4.0340, 0.0585)  0.167
H (-1.6811, 9.1502, -2.0369)  0.173

=====

Question: Among the records above, which one has the highest net charge?
Answer: C32H47N7O6PSn